Record 1
{
  "formula": "C27H21F3NPV",
  "method": "the ωB97M-V functional and the def2-TZVPD basis",
  "gap_ev": [7.4872, 7.9350],
  "energy_ev": -72956.819,
  "s_squared": 3.768,
  "multiplicity": 4,
  "lumo_ev": [0.1, 0.0],
  "elements": ["V", "N", "C", "C", "C", "C", "C", "C", "P", "C", "C", "C", "C", "C", "C", "C", "C", "C", "C", "C", "C", "H", "H", "H", "H", "H", "H", "H", "H", "H", "H", "H", "H", "H", "H", "H", "H", "C", "C", "C", "C", "C", "C", "C", "C", "H", "H", "H", "H", "H", "F", "C", "F", "F"],
  "positions_angstrom": [[-2.219895, 1.165595, 0.269271], [-3.634279, -0.636642, 1.159011], [-3.224855, -1.984816, 0.922908], [-4.168929, -2.997104, 0.782162], [-3.759937, -4.292713, 0.527230], [-2.410300, -4.602481, 0.402708], [-1.471537, -3.594041, 0.510994], [-1.859975, -2.280169, 0.771197], [-0.788123, -0.836839, 0.575236], [0.675741, -0.923990, 1.620733], [1.570779, 0.144373, 1.565763], [2.695346, 0.138918, 2.373269], [2.922463, -0.914781, 3.250584], [2.021185, -1.965461, 3.321795], [0.898985, -1.973102, 2.506443], [-0.214720, -1.018449, -1.147711], [1.122159, -1.083819, -1.518127], [1.469562, -1.102285, -2.861148], [0.487673, -1.052850, -3.839098], [-0.849286, -0.995764, -3.474432], [-1.197853, -0.980233, -2.134252], [-3.330421, -0.338486, 2.085913], [-4.642966, -0.536605, 1.164650], [-5.222105, -2.770179, 0.890388], [-4.502300, -5.073289, 0.425783], [-2.099564, -5.616506, 0.194571], [-0.421707, -3.811648, 0.352221], [1.376994, 0.984359, 0.905885], [3.387600, 0.968698, 2.324512], [3.798535, -0.910774, 3.885641], [2.188190, -2.780931, 4.013116], [0.195861, -2.794128, 2.572148], [1.897068, -1.105082, -0.763092], [2.513460, -1.150590, -3.140957], [0.766075, -1.059753, -4.884513], [-1.622260, -0.959933, -4.230810], [-2.252430, -0.961103, -1.862706], [-0.664412, 2.356148, -0.433019], [0.354578, 2.916677, -0.800024], [1.594483, 3.507353, -1.198101], [2.154969, 3.204921, -2.442375], [3.367748, 3.756460, -2.816308], [4.040336, 4.615143, -1.957911], [3.490519, 4.921619, -0.720996], [2.276692, 4.374226, -0.341105], [1.624141, 2.532856, -3.103722], [3.791957, 3.516857, -3.783277], [4.988524, 5.046064, -2.251776], [4.008920, 5.593657, -0.049059], [1.840525, 4.612563, 0.619641], [-4.392520, 1.872386, 1.979256], [-2.986618, 2.053085, 2.110976], [-2.859308, 3.375433, 2.346897], [-2.724766, 1.447155, 3.323617]],
  "forces_ev_per_angstrom": [[-0.124, -0.030, 0.512], [0.188, 0.205, 0.088], [0.081, -0.222, -0.120], [0.094, 0.042, 0.106], [0.019, -0.137, -0.016], [-0.063, 0.025, 0.008], [0.072, 0.088, 0.009], [-0.334, 0.046, -0.022], [0.171, 0.437, -0.307], [-0.079, -0.236, 0.114], [-0.004, 0.086, 0.006], [0.027, -0.022, 0.026], [0.007, 0.029, -0.018], [0.027, -0.002, 0.015], [0.004, -0.039, -0.003], [0.110, -0.158, 0.123], [-0.002, 0.039, 0.026], [-0.009, 0.005, -0.027], [0.078, -0.002, -0.026], [-0.066, 0.001, 0.011], [-0.064, -0.037, -0.077], [-0.022, 0.049, -0.036], [0.002, -0.009, -0.108], [-0.021, 0.022, -0.009], [-0.010, -0.008, -0.009], [0.004, -0.022, 0.003], [0.001, -0.008, 0.008], [-0.035, -0.022, -0.015], [0.019, 0.005, 0.010], [0.006, 0.005, 0.005], [0.005, -0.002, 0.004], [-0.005, 0.015, -0.011], [-0.005, -0.009, 0.007], [0.016, 0.004, -0.016], [-0.011, 0.001, -0.015], [0.009, -0.004, -0.015], [0.049, 0.024, 0.033], [-0.209, -0.075, -0.003], [-0.005, -0.104, 0.007], [0.004, 0.016, -0.024], [-0.008, -0.006, 0.019], [0.043, 0.005, -0.036], [0.042, 0.027, 0.003], [0.025, 0.017, 0.005], [0.014, 0.015, -0.009], [-0.004, -0.009, -0.011], [0.000, -0.002, -0.002], [0.006, 0.001, -0.008], [0.006, 0.003, 0.001], [-0.012, -0.001, 0.011], [0.000, 0.144, 0.130], [-0.140, -0.154, -0.402], [0.064, 0.027, 0.064], [0.040, -0.064, -0.009]],
  "nbo_charge": [0.991, -0.879, 0.264, -0.263, -0.169, -0.230, -0.153, -0.424, 0.871, -0.378, -0.130, -0.219, -0.195, -0.197, -0.202, -0.235, -0.219, -0.196, -0.206, -0.185, -0.250, 0.416, 0.398, 0.216, 0.221, 0.223, 0.224, 0.240, 0.223, 0.217, 0.216, 0.219, 0.226, 0.219, 0.218, 0.217, 0.207, -0.492, -0.146, -0.118, -0.198, -0.161, -0.240, -0.213, -0.180, 0.216, 0.201, 0.210, 0.212, 0.221, -0.422, 0.553, -0.352, -0.385]
}


Record 2
{
  "formula": "C7H14AsCl14F6Ni",
  "method": "the ωB97M-V functional and the def2-TZVPD basis",
  "charge": 1,
  "gap_ev": [8.0006, 6.2157],
  "energy_ev": -300982.214,
  "s_squared": 2.003,
  "multiplicity": 3,
  "lumo_ev": [-4.8, -6.6],
  "elements": ["Ni", "As", "F", "F", "F", "F", "F", "F", "C", "Cl", "Cl", "H", "H", "C", "Cl", "Cl", "H", "H", "C", "Cl", "Cl", "H", "H", "C", "Cl", "Cl", "H", "H", "C", "Cl", "Cl", "H", "H", "C", "Cl", "Cl", "H", "H", "C", "Cl", "Cl", "H", "H"],
  "positions_angstrom": [[-0.081557, 0.512550, 2.906221], [-0.155224, 0.353387, -0.157151], [0.225956, -0.630011, 1.316404], [1.477761, 0.800160, -0.260560], [-0.518758, 1.424370, -1.408775], [-1.804415, -0.036163, 0.054082], [-0.405607, 1.585150, 1.151779], [0.035544, -0.998685, -1.144833], [0.280189, -0.197190, -4.147608], [0.401472, -1.360662, -5.458704], [0.724045, 1.446698, -4.642685], [-0.745008, -0.190128, -3.797981], [0.935944, -0.464274, -3.330026], [3.696398, 1.291590, 2.024714], [4.494477, -0.118957, 2.652580], [2.110202, 1.633767, 2.859684], [4.287776, 2.170383, 2.250455], [3.486283, 1.181699, 0.968378], [-3.386720, 0.252075, 2.941833], [-2.717454, 1.868273, 2.857391], [-2.083259, -0.903094, 3.317136], [-4.136503, 0.174586, 3.721048], [-3.831304, -0.026072, 1.991962], [-2.029274, -3.894964, -0.477636], [-1.318075, -3.483686, 1.113161], [-1.853978, -5.608245, -0.833989], [-3.086836, -3.676839, -0.423157], [-1.508463, -3.302049, -1.217507], [3.426331, 2.196237, -2.813733], [4.657604, 2.245742, -4.068727], [4.110979, 2.674590, -1.239630], [2.619146, 2.877218, -3.040171], [3.068570, 1.177161, -2.756989], [-3.070423, 2.830448, -2.570483], [-3.127660, 3.284698, -0.864361], [-4.667558, 2.852881, -3.321240], [-2.439340, 3.536322, -3.096926], [-2.654703, 1.835362, -2.660575], [1.230760, -3.183759, 4.312825], [1.484901, -1.523824, 3.709486], [-0.388773, -3.366866, 5.010733], [1.316359, -3.856125, 3.469395], [1.940185, -3.383768, 5.104189]],
  "forces_ev_per_angstrom": [[0.115, -0.790, -1.017], [-0.779, 0.266, -0.562], [0.300, -0.320, 0.097], [0.566, -0.068, 0.373], [-0.146, 0.367, -0.172], [-0.375, -0.110, 0.370], [0.145, 0.333, 0.230], [0.365, -0.552, -0.175], [-0.106, 0.121, 0.155], [0.099, -0.024, 0.027], [-0.146, 0.010, -0.141], [-0.044, 0.098, -0.056], [0.117, -0.215, -0.115], [0.336, -0.497, -0.252], [-0.033, 0.027, -0.028], [-0.473, 0.487, 0.585], [-0.139, 0.123, 0.027], [-0.137, 0.035, 0.000], [-0.493, 0.018, -0.158], [-0.065, 0.198, 0.223], [0.430, 0.134, 0.169], [0.166, 0.103, 0.193], [0.272, 0.045, -0.151], [0.068, -0.183, 0.245], [-0.057, -0.028, -0.059], [0.067, 0.054, -0.066], [-0.016, 0.140, -0.044], [-0.029, -0.020, -0.078], [0.215, -0.094, -0.029], [-0.076, 0.090, -0.080], [-0.053, -0.034, 0.079], [0.034, 0.093, -0.071], [-0.046, -0.016, 0.203], [0.052, 0.017, -0.324], [0.008, -0.007, 0.141], [0.014, -0.039, 0.033], [-0.018, 0.092, 0.074], [-0.070, -0.063, 0.128], [-1.009, -0.336, 0.370], [0.372, 0.331, 0.190], [0.221, -0.001, -0.142], [0.110, 0.044, -0.073], [0.234, 0.168, -0.117]],
  "nbo_charge": [1.490, 2.850, -0.660, -0.603, -0.592, -0.609, -0.665, -0.596, -0.397, 0.004, -0.035, 0.217, 0.217, -0.352, 0.059, -0.104, 0.253, 0.270, -0.397, 0.042, 0.009, 0.254, 0.261, -0.380, -0.080, 0.008, 0.225, 0.230, -0.383, 0.005, -0.066, 0.231, 0.217, -0.394, -0.041, -0.009, 0.228, 0.218, -0.369, -0.060, 0.008, 0.250, 0.249]
}


Record 3
{
  "formula": "C16H26N4O3S",
  "method": "the ωB97M-V functional and the def2-TZVPD basis",
  "gap_ev": 7.3133,
  "energy_ev": -39936.771,
  "multiplicity": 1,
  "lumo_ev": -0.7,
  "elements": ["C", "H", "C", "C", "C", "C", "C", "C", "O", "N", "N", "C", "C", "C", "N", "C", "S", "N", "C", "O", "H", "C", "C", "C", "C", "H", "H", "H", "H", "H", "H", "H", "H", "H", "O", "H", "H", "H", "H", "H", "H", "H", "H", "H", "H", "H", "H", "H", "H", "H"],
  "positions_angstrom": [[3.240160, 5.607533, -0.581407], [3.068870, 5.157068, 0.401992], [2.671719, 4.605187, -1.558276], [1.095878, 4.713516, -1.510355], [0.421046, 3.775154, -2.703283], [-1.212441, 4.048864, -2.528863], [-1.949786, 3.793906, -1.141546], [-1.156467, 2.363096, -0.601583], [-0.447244, 2.271387, 0.363478], [-1.765485, 1.240378, -1.284489], [-1.271648, 0.138048, -0.732714], [-1.654721, -0.892216, -1.515079], [-1.407329, -2.378789, -1.315259], [-0.515430, -2.500575, 0.046086], [-0.040220, -3.775579, 0.236506], [-0.737045, -4.778602, -0.298188], [-0.359484, -6.448773, 0.029467], [-1.559515, -4.612496, -1.375346], [-1.815587, -3.530614, -1.771665], [-2.741909, -3.330203, -2.705372], [-1.734142, -5.463902, -1.898101], [0.699718, -3.747505, 1.578809], [0.011045, -3.970480, 2.887254], [0.834840, -4.074901, 4.061938], [0.479393, -4.301918, 5.275681], [-0.384436, -3.454169, 5.470788], [-0.597383, -5.168244, 5.102761], [0.988754, -4.420255, 6.218083], [1.527970, -3.240455, 3.991710], [1.450483, -5.112509, 3.814986], [-0.586259, -4.862976, 2.785063], [-0.505950, -3.102269, 2.809944], [1.436382, -3.070129, 1.518252], [1.287648, -4.829571, 1.167499], [-0.068834, -1.495701, 0.604744], [-0.296404, -0.644937, 0.504120], [-2.340223, -0.992238, -2.441446], [-2.578973, 1.472423, -1.890960], [-1.461159, 4.493559, -0.346622], [-2.834344, 3.830365, -1.066643], [-1.727727, 3.274302, -3.184081], [-1.544049, 5.216855, -2.602810], [0.711675, 4.190516, -3.538105], [0.576938, 2.857175, -2.386769], [0.842456, 5.897268, -1.629990], [0.816530, 4.294425, -0.488172], [2.767381, 4.993090, -2.713335], [2.840590, 3.579417, -1.612360], [3.123204, 6.636258, -0.715698], [4.401514, 5.750217, -0.730646]],
  "forces_ev_per_angstrom": [[4.322, -2.588, -0.020], [0.082, 0.968, 0.222], [-3.271, 4.210, -4.583], [0.054, 0.345, -0.211], [-4.788, 5.868, 7.286], [-1.289, 1.053, 0.164], [18.370, -1.535, 1.484], [-5.254, 1.343, -0.950], [0.451, 0.033, -0.868], [1.982, 5.818, 1.730], [-2.377, -5.753, -4.105], [-0.893, -3.327, -0.330], [6.576, 7.640, 9.924], [-4.087, -1.161, -9.298], [-1.111, 4.698, 4.338], [1.633, -6.001, -0.319], [-0.428, 2.140, 0.240], [4.344, -10.803, 5.436], [-9.957, 10.475, -10.574], [2.048, -1.574, 1.035], [-0.536, 0.102, 0.172], [2.123, -9.530, -3.410], [-1.300, -1.368, -2.236], [9.013, -1.814, -9.139], [-12.629, -0.846, 8.873], [1.975, -1.200, 0.542], [3.405, 1.576, 1.197], [0.656, -0.376, -0.490], [0.792, 0.173, 0.056], [-0.298, 2.438, -0.127], [-0.769, -0.114, -0.024], [-2.985, 2.670, 1.248], [2.138, 2.824, -0.178], [-0.769, 2.612, 2.231], [4.185, -5.201, 4.463], [-2.444, 5.580, -1.779], [0.890, 1.783, 1.151], [0.902, -1.272, 0.679], [-1.148, -0.845, -1.420], [-12.337, -0.005, 0.402], [0.405, 1.668, -0.107], [1.106, -2.790, -1.224], [1.599, 1.167, -4.721], [1.182, -4.679, 0.436], [0.149, -2.985, 0.366], [-0.221, 0.870, -1.272], [0.711, -0.886, 2.542], [1.353, -1.607, 0.764], [-1.991, 1.464, -0.127], [-1.565, -1.260, 0.535]],
  "nbo_charge": [-0.631, 0.215, -0.399, -0.392, -0.377, -0.409, -0.432, 0.703, -0.594, -0.506, -0.344, 0.057, -0.243, 0.671, -0.423, 0.335, -0.227, -0.537, 0.518, -0.725, 0.466, -0.182, -0.433, -0.417, -0.527, 0.175, 0.153, 0.253, 0.205, 0.176, 0.232, 0.201, 0.217, 0.224, -0.612, 0.555, 0.237, 0.411, 0.214, 0.162, 0.193, 0.219, 0.206, 0.198, 0.194, 0.210, 0.167, 0.211, 0.227, 0.204]
}